Density functional theory data (ωB97M-V with the def2-TZVPD basis set) for the molecule C15H26N2O4S.

Geometry as XYZ:
```
48
Properties=species:S:1:pos:R:3:forces:R:3
C 2.2525 2.0111 2.6906 -0.288 0.146 0.168
O 2.8829 0.9801 1.9426 0.375 -0.062 -0.011
C 2.0705 0.1042 1.3564 -0.291 -0.529 0.002
O 0.8758 0.0729 1.5058 0.063 0.083 0.223
C 2.8434 -0.9435 0.5505 0.089 -0.063 0.120
C 3.9447 -0.3331 -0.3228 -0.182 0.025 0.053
C 3.4025 0.4475 -1.5107 -0.066 0.425 0.066
S 2.3190 1.8297 -0.9929 0.053 -0.045 -0.325
C 1.2807 1.9222 -2.4791 0.318 -0.114 0.295
N 1.9029 -1.7227 -0.2143 0.426 0.515 -0.163
C 1.3917 -2.8762 0.2598 -0.305 -0.239 -0.415
O 1.8520 -3.5082 1.1852 0.034 -0.201 0.322
C 0.1495 -3.3150 -0.5284 0.190 -0.031 0.037
N -0.9510 -2.3993 -0.3013 -0.047 -0.281 0.234
C -1.0860 -1.2459 -0.9811 -0.427 0.002 0.006
O -0.2962 -0.9277 -1.8636 0.150 0.092 -0.265
C -2.2752 -0.3674 -0.6389 0.244 0.101 0.198
C -3.2431 -0.9314 0.3984 -0.256 0.050 -0.311
C -4.4022 0.0412 0.6133 0.136 -0.035 0.319
C -3.8806 1.3940 1.0867 -0.179 0.083 -0.281
C -2.8978 1.9655 0.0703 0.108 -0.071 0.250
C -1.7465 0.9956 -0.1681 -0.157 0.131 -0.228
H 1.7289 2.6864 2.0109 0.013 -0.024 0.047
H 3.0462 2.5369 3.2143 -0.023 -0.019 -0.036
H 1.5375 1.5849 3.3969 0.074 0.073 -0.049
H 3.2981 -1.6253 1.2821 -0.072 0.173 -0.097
H 4.5514 0.3208 0.3044 0.084 -0.077 -0.037
H 4.5771 -1.1385 -0.7031 0.010 0.023 0.069
H 4.2281 0.8726 -2.0839 -0.041 -0.161 -0.079
H 2.8061 -0.1915 -2.1607 0.054 -0.061 -0.073
H 0.6184 2.7715 -2.3461 -0.081 0.074 -0.053
H 1.9125 2.0801 -3.3488 -0.044 0.068 -0.119
H 0.7058 1.0039 -2.5729 -0.078 0.035 -0.072
H 1.3435 -1.2256 -0.9025 -0.025 -0.103 0.050
H -0.1467 -4.3160 -0.2132 0.106 0.116 -0.015
H 0.3795 -3.3114 -1.5976 -0.050 -0.053 0.112
H -1.4961 -2.5479 0.5310 -0.085 0.080 -0.087
H -2.8147 -0.2125 -1.5823 0.069 -0.077 0.018
H -2.7263 -1.0615 1.3531 0.049 -0.081 0.075
H -3.6366 -1.8975 0.0707 0.061 -0.051 0.073
H -5.0944 -0.3710 1.3507 -0.056 -0.014 -0.066
H -4.9498 0.1689 -0.3235 -0.064 -0.023 -0.040
H -3.3756 1.2709 2.0472 0.001 0.019 0.096
H -4.7141 2.0845 1.2313 0.007 0.007 0.089
H -3.4197 2.1512 -0.8720 -0.027 0.071 -0.056
H -2.5036 2.9185 0.4281 -0.015 0.055 -0.068
H -1.1738 0.8566 0.7501 0.048 0.013 -0.006
H -1.0710 1.3976 -0.9228 0.099 -0.048 0.027
```
Forces are in eV/Å.

The gap between HOMO and LUMO is 9.242 eV. The total charge is 0. For the energy above the lowest of the compared OMol25 structures with the same formula, charge and spin, the calculation gives 0.0 kJ/mol. For the calculated total energy, the calculation gives -1395.904909 hartree.

Atomic partial charges in e from the Mulliken method, atoms 1 to 6: C -0.64; O -0.29; C 0.37; O -0.64; C -0.28; C -1.13